DFT (the ωB97M-V functional and the def2-TZVPD basis) results for C2HBr2N2 as an isolated structure in a non-equilibrium geometry.

Output
- E_LUMO: -6.6876 eV
- Frontier orbital gap: 8.66 eV
- Total energy: -5333.98211 hartree
- Multiplicity: 1
- Energy above the lowest of the compared OMol25 structures with the same formula, charge and spin: 10.68 kcal/mol
- Charge: +1

Last column: Löwdin charge in e.
Positions of all 7 atoms, in Å:
H 0.633 1.451 0.714  0.187
C 0.192 0.612 -0.013  -0.248
N 0.225 0.434 -2.385  0.420
Br -1.123 -1.998 -0.109  0.873
C -0.260 -0.530 0.630  -1.139
Br -0.015 -0.592 2.462  0.890
N 0.349 0.625 -1.299  0.017

DFT (the ωB97M-V functional and the def2-TZVPD basis) results for a 2-piece molecular cluster, C6H12O overall.

Output
- E_LUMO: 0.7596 eV
- Frontier orbital gap: 9.55 eV
- SMILES: C/C=C\C.C=CO
- Total energy: -310.99321 hartree
- Multiplicity: 1
- Energy above the lowest of the compared OMol25 structures with the same formula, charge and spin: 41.45 kcal/mol

Last column: Löwdin charge in e.
Positions of all 19 atoms, in Å:
H 0.234 2.878 0.135  0.073
H 1.522 -1.463 -0.881  0.059
H -1.266 -1.058 1.731  0.064
H 0.490 1.787 -1.230  0.066
C 0.523 0.110 1.640  -0.190
H -2.026 -1.530 -1.154  0.100
C -0.295 -1.250 -1.916  -0.285
C -0.899 -0.084 2.071  -0.109
H -0.918 1.569 -0.189  0.061
C 0.967 0.930 0.688  -0.202
C 0.144 1.834 -0.190  -0.110
C 1.029 -1.245 -1.821  -0.002
H 1.640 -0.997 -2.681  0.054
H 2.042 0.958 0.512  0.095
H -0.807 -1.027 -2.852  0.110
H -1.553 0.694 1.667  0.063
H 1.259 -0.501 2.164  0.096
H -0.976 -0.056 3.165  0.071
O -1.109 -1.549 -0.861  -0.015

DFT (the ωB97M-V functional and the def2-TZVPD basis) results for C11H17Cl2NO2ReSe as an isolated structure in a non-equilibrium geometry.

Output
- E_LUMO (alpha / beta): 4.9034 / 4.8547 eV
- Frontier orbital gap (alpha / beta): 3.89 / 6.46 eV
- <S²>: 3.765
- Total energy: -4034.70281 hartree
- Multiplicity: 4
- Charge: -2

Last column: Löwdin charge in e.
Positions of all 35 atoms, in Å:
C 0.323 -1.254 -0.817  -0.410
H -0.020 -3.323 -0.424  0.071
C -0.998 0.656 -0.898  -0.324
C 2.641 -0.121 -1.204  -0.093
C 0.376 1.084 -0.771  -0.363
C 1.194 -0.100 -0.858  -0.388
H 1.763 2.597 -0.220  -0.050
O -0.892 -1.556 1.973  -0.447
C 0.728 -2.689 -0.906  -0.075
C -1.035 -0.775 -0.859  -0.340
C 0.403 0.396 4.184  -0.967
C -2.173 1.547 -1.131  -0.049
Re -0.043 -0.121 0.955  1.422
H 0.080 3.159 -0.359  0.071
H 0.819 -3.001 -1.953  0.076
H -3.082 1.103 -0.720  0.068
H -3.108 -1.125 -0.467  0.076
H 1.037 2.837 -1.824  0.077
H 3.057 -1.119 -1.061  0.057
H -2.022 2.528 -0.675  0.071
H 3.186 0.599 -0.572  -0.032
H 2.774 0.180 -2.252  0.083
Cl 3.671 2.279 1.113  -0.547
H -2.530 -1.812 -2.001  0.079
H -2.328 1.690 -2.209  0.081
H -1.766 -1.245 2.269  -0.002
H -1.374 1.567 2.239  -0.011
O -1.579 1.019 1.463  -0.421
Se 0.424 0.184 5.934  0.324
C -2.263 -1.625 -0.953  -0.037
Cl 1.934 -1.211 1.662  0.133
H -2.099 -2.590 -0.464  0.070
C 0.831 2.502 -0.802  -0.069
N 0.383 0.586 3.012  -0.170
H 1.684 -2.849 -0.404  0.036

DFT (the ωB97M-V functional and the def2-TZVPD basis) results for C3H6N2O as an isolated structure.

Output
- E_LUMO: -0.0979 eV
- Frontier orbital gap: 8.84 eV
- Total energy: -302.52540 hartree
- Multiplicity: 1
- Energy above the lowest of the compared OMol25 structures with the same formula, charge and spin: 105.23 kcal/mol

Last column: Löwdin charge in e.
Positions of all 12 atoms, in Å:
H -0.825 -0.014 1.913  0.136
C 0.328 1.127 0.285  -0.195
H -0.319 2.006 0.348  0.117
N 0.294 -1.186 0.484  0.060
H 1.305 1.361 0.725  0.129
C -0.273 -0.074 0.974  -0.139
O -0.562 -1.459 -1.802  0.050
H 1.403 0.376 -1.325  0.124
H -1.328 -0.070 -0.309  0.185
H -0.174 -2.049 0.743  0.118
C -0.294 -0.632 -0.958  -0.615
N 0.444 0.614 -1.078  0.029